C13H17BCoN14S | the ωB97M-V functional and the def2-TZVPD basis

Structure (XYZ):
```
47
Properties=species:S:1:pos:R:3:forces:R:3
Co 0.46478 -0.46698 -0.15596 -0.23 -0.14 -0.15
C -4.30152 -1.95859 2.72359 0.00 -0.01 0.01
C -4.00451 -1.95838 1.23117 0.03 0.02 0.01
N -3.60130 -0.65098 0.73732 -0.04 -0.03 -0.04
C -2.32022 -0.25378 0.59271 0.05 0.08 -0.01
S -1.03325 -1.12735 1.40412 0.05 -0.01 0.02
N -2.09386 0.82594 -0.11417 -0.08 0.01 0.01
N -0.74861 1.03526 -0.13837 0.14 -0.19 -0.07
C -0.23605 2.20118 -0.03702 -0.13 0.02 0.02
C -1.00214 3.47119 -0.16367 0.00 0.02 -0.02
C 1.15910 2.15461 0.41335 0.07 0.05 0.04
C 1.94657 3.27835 0.56157 -0.01 0.01 -0.03
C 3.20430 3.14190 1.12914 0.02 0.02 0.01
C 3.61941 1.89228 1.53872 0.00 -0.02 0.00
C 2.78528 0.79943 1.33531 -0.03 -0.01 -0.03
N 1.58093 0.92508 0.78936 0.09 0.07 0.11
H -4.62266 -2.95005 3.04848 0.00 0.00 0.00
H -5.08897 -1.24256 2.96468 0.00 0.00 0.00
H -3.40703 -1.68722 3.28489 0.00 0.00 0.00
H -4.88448 -2.26250 0.66301 -0.01 0.01 0.01
H -3.21231 -2.67334 1.00586 -0.01 -0.01 -0.01
H -4.24830 -0.14059 0.15774 0.01 0.00 -0.01
H -2.04309 3.24533 -0.37509 0.01 0.00 -0.01
H -0.58491 4.05186 -0.98990 -0.02 0.02 0.01
H -0.93601 4.07344 0.74411 0.02 -0.02 0.01
H 1.58686 4.23588 0.21381 0.00 0.00 0.00
H 3.84869 4.00419 1.23981 0.00 0.00 0.00
H 4.58936 1.73709 1.98881 0.00 0.00 0.00
H 3.08162 -0.21186 1.57987 0.00 -0.02 0.00
N 0.21888 -3.70394 -0.97572 -0.09 0.00 0.09
C -0.57916 -2.80264 -1.63371 0.05 -0.02 -0.04
N -1.45603 -3.11966 -2.56405 -0.04 -0.01 0.04
N -1.98502 -1.93069 -2.93537 0.06 0.02 -0.06
N -1.45029 -0.96518 -2.28197 -0.04 -0.02 0.02
N -0.55160 -1.49177 -1.41938 0.02 0.06 0.06
C 1.26381 -3.32048 -0.17692 -0.02 0.00 0.00
N 2.12472 -4.16316 0.36437 -0.05 -0.02 0.00
N 2.94738 -3.38016 1.08452 0.04 0.04 -0.04
N 2.60856 -2.14710 0.97561 0.00 0.06 0.08
N 1.52689 -2.06184 0.16848 0.07 0.01 -0.06
H 0.13331 -4.67606 -1.20942 0.03 0.00 -0.04
B 2.88896 2.08142 -3.07840 -0.08 0.07 0.00
C 2.07988 0.96924 -2.30042 0.18 -0.22 -0.08
N 1.52817 0.18187 -1.66343 -0.09 0.19 0.12
H 3.95775 2.19519 -2.51129 0.00 -0.01 0.00
H 2.23001 3.10392 -2.98369 0.00 0.00 0.00
H 3.01613 1.74221 -4.23246 0.00 0.01 0.00
```
Positions in Å, forces in eV/Å.

Results
Orbital gap   7.10 eV
Highest occupied orbital energy   -5.3 eV
Largest force on an atom   0.3 eV/A
Spin multiplicity   1
Charge   -1

***

C13H17BrN4O2S2 | the ωB97M-V functional and the def2-TZVPD basis

Structure (XYZ):
```
39
Properties=species:S:1:pos:R:3:forces:R:3
C -2.57048 -2.03115 -0.29875 0.01 0.09 -0.13
H -2.82813 -2.97126 -0.77869 -0.07 -0.12 -0.02
H -3.03827 -1.99488 0.68115 0.02 -0.06 0.10
H -1.49392 -1.96950 -0.16296 -0.01 -0.10 -0.02
C -3.04831 -0.86158 -1.15436 -0.09 -0.53 -0.02
N -2.48734 0.38700 -0.70995 0.15 0.82 0.31
C -2.80270 1.06055 0.43736 -0.03 0.05 -0.07
N -2.10765 2.15822 0.54624 -0.56 -0.06 0.80
N -1.30235 2.22002 -0.52393 0.52 0.19 -0.98
C -1.51702 1.17115 -1.26961 -0.36 0.13 -0.24
C -0.73726 0.90823 -2.50396 0.16 -0.11 0.20
H -1.23067 0.17989 -3.14745 0.05 0.08 -0.09
H -0.64092 1.85271 -3.04358 -0.09 -0.08 -0.03
C 0.67242 0.40610 -2.13251 -0.03 -0.41 -0.41
N 1.26857 1.15337 -1.05023 -0.10 -0.24 0.81
S 1.09992 0.48714 0.47367 0.60 -0.21 -0.18
O 1.06698 1.50976 1.46406 -0.01 0.28 -0.12
O 0.07851 -0.52465 0.47895 0.10 -0.12 -0.12
C 2.66556 -0.38303 0.61465 -0.48 0.27 -0.04
C 3.85924 0.31000 0.55078 0.24 0.20 -0.05
C 5.06819 -0.35693 0.69105 -0.17 0.12 -0.03
C 5.06664 -1.72604 0.89640 -0.05 -0.05 0.01
C 3.87182 -2.42656 0.96105 -0.01 0.06 0.00
C 2.67135 -1.74955 0.82190 -0.12 -0.13 0.01
H 1.72106 -2.25718 0.87554 -0.06 -0.12 0.01
H 3.87468 -3.49317 1.12280 -0.01 -0.09 0.02
H 6.00584 -2.24606 1.00781 0.09 -0.05 0.01
H 5.99275 0.19660 0.64024 0.06 0.05 -0.01
Br 3.85198 2.17023 0.26035 0.66 0.24 0.09
H 0.98885 2.12720 -1.03366 0.00 0.12 0.28
H 1.32864 0.47037 -3.00666 -0.09 -0.10 0.08
H 0.62385 -0.63386 -1.80135 0.00 0.02 -0.29
S -4.00413 0.52742 1.56379 -0.35 -0.20 0.33
C -3.79690 1.84672 2.78648 0.05 -0.11 -0.33
H -2.75221 1.87921 3.07783 0.01 0.07 0.09
H -4.08834 2.79106 2.33874 0.02 0.08 0.09
H -4.43540 1.60025 3.62868 -0.04 -0.05 0.02
H -2.75496 -1.00792 -2.19697 -0.13 0.07 0.11
H -4.13986 -0.77988 -1.10490 0.12 0.01 -0.17
```
Positions in Å, forces in eV/Å.

Results
Orbital gap   8.79 eV
Highest occupied orbital energy   -8.1 eV
Largest force on an atom   1.1 eV/A
Spin multiplicity   1
Charge   0

***

C13H17CdIN2 | the ωB97M-V functional and the def2-TZVPD basis

Structure (XYZ):
```
34
Properties=species:S:1:pos:R:3:forces:R:3
C 0.47154 -1.86723 -2.55862 -0.30 -1.65 -5.23
C 0.50477 0.94717 -3.67090 2.58 -3.52 -2.38
H 1.58577 -1.92059 -2.27252 -1.93 -1.12 -0.64
H 0.33411 -1.60776 -3.81411 1.02 -1.05 3.49
H -0.47429 -2.55195 -2.51888 2.74 0.34 0.92
H 1.26465 1.54597 -3.14210 -0.65 0.14 -1.80
H 1.02182 0.03162 -4.51495 -1.55 2.83 3.01
H -0.49526 1.18666 -4.02584 0.63 0.77 0.01
Cd -0.10433 -0.12929 -1.82848 -1.28 1.69 1.23
C -0.30188 1.99545 -1.74907 -0.83 1.43 1.07
H 0.46965 2.71618 -2.01754 0.18 -0.37 0.22
H -0.61261 2.12764 -0.72144 0.19 0.12 0.19
H -1.15505 2.23556 -2.34983 -0.59 0.11 -0.36
I -2.79470 -1.52326 -1.91767 -0.17 0.54 0.11
C -3.13357 1.46616 2.08948 1.20 -0.59 -0.77
C -2.35325 1.23153 3.22766 0.51 -0.45 -1.79
C -1.09970 0.63579 3.04385 0.37 -0.32 -0.32
C -0.60520 0.30260 1.76037 -1.48 0.36 -0.27
N -1.35014 0.56688 0.66572 -0.50 0.04 1.09
C -2.57832 1.11496 0.83677 0.28 -0.30 -0.08
C 0.69024 -0.43010 1.54949 0.43 -0.78 0.30
C 1.32658 -1.03211 2.66213 0.58 -0.16 -0.53
C 2.52605 -1.74169 2.47100 -0.31 0.16 -1.15
C 3.06483 -1.82363 1.15616 -0.70 0.56 1.27
C 2.40188 -1.12060 0.14331 0.06 -0.94 0.65
N 1.20597 -0.56138 0.29791 -0.41 1.20 1.09
H -4.13728 1.85793 2.11314 -0.04 0.12 0.17
H -2.71782 1.47067 4.19332 -0.18 0.13 0.79
H -0.48669 0.35402 3.88935 -0.19 0.33 0.16
H -3.16421 1.22726 -0.10049 0.47 -0.04 0.74
H 0.88028 -0.99781 3.66032 0.25 0.08 -0.51
H 3.03226 -2.22638 3.31360 -0.30 0.14 -0.40
H 3.94843 -2.42830 0.97103 -0.05 0.39 -0.10
H 2.83546 -1.05195 -0.84218 -0.03 -0.20 -0.19
```
Positions in Å, forces in eV/Å.

Results
Orbital gap (spin up / spin down)   6.07 / 6.08 eV
ΔE to the lowest compared entry with this formula, charge and spin   161.26 kcal/mol
Highest occupied orbital energy (spin up / spin down)   -7.3 / -7.3 eV
Largest force on an atom   5.5 eV/A
Spin multiplicity   1
Charge   0

***

C13H17Cl | the ωB97M-V functional and the def2-TZVPD basis

Structure (XYZ):
```
31
Properties=species:S:1:pos:R:3:forces:R:3
C 0.99208 0.66315 0.65871 -1.14 0.15 0.53
C -0.13008 1.04476 0.96024 2.08 -1.30 -0.23
C 3.92681 -2.09846 0.43977 3.73 -0.19 -1.60
C 3.58748 -1.67532 -1.02017 0.28 1.73 0.76
C 4.51953 -0.94598 1.30978 -2.82 -0.31 -0.52
C 2.83738 -0.29787 -0.87880 1.32 -1.43 -0.83
C 3.57052 0.28671 1.05474 1.45 -0.21 0.43
C 2.20043 -0.03485 0.42974 2.67 1.91 -0.45
C 3.75615 0.85365 -0.41638 -2.37 -1.12 2.77
C -4.59773 1.14958 -1.32790 0.29 1.47 1.92
C -1.49546 1.42266 1.14887 -0.25 3.86 -3.76
C -3.72854 1.65785 -0.04874 -0.94 -4.42 -2.11
C -2.45598 0.85521 0.06118 2.74 0.30 -1.59
Cl 3.53596 2.57499 -0.71356 -0.23 -0.85 -0.08
H 2.97348 -2.27083 0.76061 -2.19 -1.65 1.62
H 4.69959 -2.94511 0.33705 -1.69 0.72 0.76
H 4.46602 -1.48776 -1.67462 -0.49 -0.34 0.38
H 2.89360 -2.40219 -1.48445 0.48 0.25 0.24
H 4.63112 -1.10111 2.39545 -0.60 -0.55 -0.37
H 5.49571 -0.87474 0.97152 1.97 1.21 -0.80
H 2.31912 -0.15412 -1.75130 -1.68 0.68 -2.02
H 3.60469 0.93606 1.92642 -0.20 0.39 -0.26
H -5.54129 0.86164 -0.92000 -0.82 -0.33 0.10
H -4.21382 0.31165 -1.84266 0.84 -0.95 -0.34
H -4.82466 1.90026 -2.06713 0.24 0.55 -0.13
H -1.94603 1.29941 2.07604 -0.31 -0.18 1.98
H -1.47068 2.59750 0.86346 -0.21 -2.22 1.17
H -3.52620 2.66541 -0.09695 0.21 2.25 0.20
H -4.27066 1.28801 0.79211 -0.87 0.85 0.92
H -2.50038 -0.19477 0.30410 -0.98 -0.50 -0.06
H -1.91278 0.85235 -0.95141 -0.52 0.21 1.38
```
Positions in Å, forces in eV/Å.

Results
Orbital gap (spin up / spin down)   7.54 / 7.51 eV
ΔE to the lowest compared entry with this formula, charge and spin   97.31 kcal/mol
Highest occupied orbital energy (spin up / spin down)   -7.5 / -7.4 eV
Largest force on an atom   5.4 eV/A
Spin multiplicity   1
Charge   0

***

C13H17Cl2N5NiS2 | the ωB97M-V functional and the def2-TZVPD basis

Structure (XYZ):
```
40
Properties=species:S:1:pos:R:3:forces:R:3
Ni -0.38411 0.47545 0.15679 0.14 -0.02 -0.12
N -0.89570 2.48279 -0.34013 0.01 -0.02 -0.03
C -2.19750 2.47838 -1.02320 -0.02 0.01 0.02
C -3.10845 1.43873 -0.37843 0.00 -0.01 -0.03
N -2.42062 0.15067 -0.40206 0.06 0.01 0.06
C -2.93267 -0.92319 0.44614 -0.01 -0.01 0.00
C -1.90698 -2.05005 0.44661 -0.01 -0.01 -0.02
N -0.60513 -1.52886 0.88906 -0.02 0.00 0.03
H -0.87222 3.13090 0.43874 0.00 -0.01 0.02
H -0.13185 2.71159 -0.96712 -0.01 0.03 0.00
H -2.02505 2.20676 -2.06642 0.00 0.00 0.00
H -2.68583 3.45489 -1.01126 0.02 0.01 -0.01
H -4.07824 1.41464 -0.88639 0.00 -0.01 0.01
H -3.28692 1.70373 0.66617 -0.01 0.01 0.01
H -2.31692 -0.18199 -1.35703 -0.04 -0.01 -0.01
H -3.90996 -1.29726 0.12326 0.00 0.01 -0.01
H -3.04547 -0.52241 1.45809 -0.01 0.00 0.00
H -1.78234 -2.41456 -0.57460 0.00 -0.01 0.00
H -2.26174 -2.88457 1.05465 0.01 0.00 0.01
H 0.16092 -2.04194 0.46634 0.03 0.05 0.00
H -0.48738 -1.57401 1.89502 -0.01 -0.03 0.00
S 1.75183 0.84775 0.96237 -0.06 -0.02 0.00
C 2.61001 -0.17972 -0.17261 0.01 -0.01 -0.04
C 3.91483 -0.56770 0.13950 0.00 0.03 0.06
C 4.66915 -1.36434 -0.70600 0.07 -0.02 -0.01
C 6.00300 -1.74219 -0.32577 -0.07 -0.02 -0.04
N 7.06479 -2.05014 -0.01170 0.00 0.03 0.02
C 4.11287 -1.79769 -1.91793 0.04 -0.03 -0.03
C 2.82111 -1.41488 -2.24199 -0.04 0.01 -0.03
C 2.05383 -0.61149 -1.39707 0.04 -0.03 -0.03
S 0.43515 -0.16659 -1.91732 -0.05 0.02 0.05
C 4.85404 -2.63732 -2.81848 -0.01 0.02 0.09
N 5.43699 -3.31946 -3.53677 -0.02 0.01 -0.03
H 4.34637 -0.23478 1.07409 0.00 -0.01 0.00
H 2.39228 -1.74684 -3.17819 0.00 0.00 0.00
Cl -0.89704 1.24219 2.96891 -0.03 0.02 0.01
C -2.35296 2.09318 3.50500 -0.06 0.06 0.01
Cl -2.55099 3.65578 2.68965 0.01 -0.03 0.01
H -2.26911 2.27945 4.56849 0.03 -0.01 0.00
H -3.22202 1.48513 3.28160 0.01 -0.02 0.00
```
Positions in Å, forces in eV/Å.

Results
Orbital gap (spin up / spin down)   7.01 / 6.96 eV
ΔE to the lowest compared entry with this formula, charge and spin   0.00 kcal/mol
Highest occupied orbital energy (spin up / spin down)   -7.2 / -7.2 eV
Expectation value of S²   2.007
Largest force on an atom   0.2 eV/A
Spin multiplicity   3
Charge   0

***

C13H17Cl5IrN3O4S | the ωB97M-V functional and the def2-TZVPD basis

Structure (XYZ):
```
44
Properties=species:S:1:pos:R:3:forces:R:3
Ir -0.21130 0.10142 -0.41135 0.11 0.39 -0.51
Cl 5.38044 -4.04084 1.64487 0.10 -0.07 0.05
C 3.97353 -3.44467 0.99796 0.04 0.14 0.10
C 3.51856 -2.13395 1.40828 0.38 -0.17 0.17
Cl 4.39313 -1.24426 2.54322 0.04 -0.03 0.03
C 2.37886 -1.64600 0.86211 -0.48 0.30 -0.17
Cl 1.72472 -0.11317 1.35551 0.23 -0.01 0.28
C 1.63585 -2.35777 -0.11341 -0.06 -0.12 -0.19
O 0.58528 -1.87822 -0.66273 0.31 -0.15 0.24
C 2.09131 -3.67761 -0.48760 -0.21 0.23 -0.06
Cl 1.16499 -4.51618 -1.62166 -0.04 -0.08 -0.06
C 3.23163 -4.20683 0.06251 0.09 -0.12 0.01
Cl 3.75777 -5.75554 -0.37044 0.04 -0.04 -0.01
O -2.13473 1.56661 -1.08704 -0.20 0.06 0.20
C -2.40296 1.52437 0.13436 -0.03 0.12 -0.28
O -1.65053 0.91346 0.95560 0.14 -0.05 0.07
C -3.60378 2.23249 0.71543 -0.03 0.07 0.00
N -4.61869 2.55863 -0.36399 0.10 0.04 0.11
C -5.09804 4.00115 -0.15024 0.05 0.03 0.09
C -4.58006 4.35597 1.23619 0.03 -0.05 -0.01
C -3.25782 3.59442 1.33367 -0.05 0.05 -0.01
H -4.07494 1.58848 1.45506 -0.07 -0.02 -0.01
H -5.40393 1.90849 -0.34021 0.00 0.00 0.02
H -4.16327 2.44880 -1.27207 -0.01 0.00 -0.09
H -6.17778 4.03436 -0.25939 -0.01 -0.04 -0.01
H -4.64106 4.60852 -0.92742 0.02 -0.03 -0.02
H -5.27489 4.02439 2.00907 0.00 0.00 -0.01
H -4.45052 5.43044 1.34119 -0.01 0.01 0.01
H -2.89951 3.47670 2.35348 0.00 0.00 -0.01
H -2.47957 4.09070 0.74790 -0.02 -0.02 0.01
N -0.45826 1.98843 -3.59104 -0.14 -0.10 0.19
C 0.75488 2.15198 -3.11073 0.08 0.00 0.04
N 1.67193 2.81710 -3.77931 0.04 -0.03 -0.04
S 1.30001 1.49225 -1.56877 -0.27 -0.23 0.12
H -0.72306 2.37563 -4.48602 -0.02 -0.01 -0.02
H -1.18088 1.57649 -3.01615 0.07 0.06 -0.03
H 1.49202 3.21255 -4.69286 -0.01 0.04 0.01
H 2.60643 2.92310 -3.41189 0.00 -0.02 0.00
C -2.38748 -2.17994 -0.05220 0.02 0.03 -0.01
O -1.86866 -1.26483 -1.07300 -0.15 -0.23 -0.13
H -1.60692 -2.86015 0.28156 0.03 0.01 -0.04
H -3.21632 -2.73886 -0.47490 -0.05 0.00 -0.05
H -2.73158 -1.56626 0.77325 -0.01 0.03 0.02
H -1.56661 -1.80165 -1.82129 -0.06 -0.02 0.03
```
Positions in Å, forces in eV/Å.

Results
Orbital gap (spin up / spin down)   9.28 / 5.61 eV
Highest occupied orbital energy (spin up / spin down)   -17.1 / -17.3 eV
Expectation value of S²   8.782
Largest force on an atom   0.6 eV/A
Spin multiplicity   6
Charge   +3

***

C13H17CoF6N2OPS | the ωB97M-V functional and the def2-TZVPD basis

Structure (XYZ):
```
42
Properties=species:S:1:pos:R:3:forces:R:3
Co 0.13234 -0.58065 -2.37295 0.18 0.12 -2.63
N -1.07064 -1.98092 -2.84930 -0.23 -0.01 0.60
C -1.80995 -1.80209 -4.13240 -0.14 -0.10 0.03
C -2.66867 -0.56134 -4.03101 -0.09 -0.03 -0.15
C -1.84061 0.69796 -4.11045 -0.10 0.08 0.06
N -1.04395 0.85106 -2.85494 0.10 0.10 0.59
H -0.45864 -2.79608 -2.90094 -0.04 -0.08 0.02
H -1.73858 -2.14782 -2.09929 -0.01 -0.13 0.01
H -2.42832 -2.68131 -4.31410 0.06 -0.08 0.15
H -1.08563 -1.73812 -4.94085 0.03 0.03 0.00
H -3.22928 -0.57912 -3.08869 -0.12 0.00 -0.09
H -3.40625 -0.55998 -4.83299 0.03 0.00 -0.02
H -2.47995 1.57273 -4.23132 0.05 0.07 0.18
H -1.15690 0.67596 -4.95149 0.07 -0.01 -0.05
H -1.67398 1.04257 -2.07914 0.01 0.14 0.03
H -0.40899 1.64640 -2.93694 -0.06 0.11 0.04
C 2.35110 2.01930 7.31173 -0.06 0.03 0.03
C 0.98072 2.14017 6.74165 -0.05 -0.07 -0.03
O 0.32271 3.05440 6.43647 0.02 -0.01 0.00
S 0.26760 0.29482 6.47221 0.23 -0.02 0.12
C 0.02965 0.20409 4.79921 -0.08 0.08 -0.14
C 0.15335 -1.09353 4.21970 -0.11 0.04 0.05
C 0.07464 -1.24615 2.86545 -0.02 -0.01 -0.05
C -0.16875 -0.12774 2.03995 0.05 -0.04 -0.17
C -0.36722 1.14665 2.61587 0.00 -0.01 -0.02
C -0.27363 1.31999 3.96732 0.09 -0.07 0.01
C -0.19135 -0.28960 0.62313 -0.12 0.03 0.51
C -0.16120 -0.45239 -0.57272 -0.01 -0.19 -0.24
H 2.71769 3.01143 7.56559 -0.03 0.02 0.01
H 3.00354 1.55897 6.56701 -0.02 -0.02 -0.01
H 2.34371 1.37512 8.19163 -0.04 0.00 0.00
H 0.33853 -1.94637 4.86023 0.03 0.03 0.00
H 0.20908 -2.21968 2.41504 0.00 0.01 0.01
H -0.58838 1.98996 1.97664 -0.01 -0.01 0.00
H -0.44930 2.29187 4.40224 0.05 0.01 0.02
F 0.79095 -0.34463 -4.41191 -0.18 0.11 0.04
P 2.38977 -0.57540 -3.91299 0.19 -0.37 -0.06
F 1.82891 0.41104 -2.59383 -0.05 0.15 0.46
F 2.62758 -1.58141 -5.06289 0.01 0.01 -0.04
F 2.86029 0.69618 -4.65087 -0.04 0.06 -0.03
F 3.69293 -0.86086 -3.13522 -0.01 0.07 0.04
F 1.58507 -1.83547 -3.00385 0.41 -0.05 0.73
```
Positions in Å, forces in eV/Å.

Results
Orbital gap (spin up / spin down)   7.31 / 6.44 eV
ΔE to the lowest compared entry with this formula, charge and spin   0.00 kcal/mol
Highest occupied orbital energy (spin up / spin down)   -15.0 / -15.7 eV
Expectation value of S²   0.786
Largest force on an atom   2.6 eV/A
Spin multiplicity   2
Charge   +2